{"formula": "C54H51N6O3P3STi", "method": "wB97M-V/def2-TZVPD", "species": ["Ti", "C", "C", "N", "N", "C", "N", "S", "C", "C", "C", "C", "C", "N", "H", "H", "H", "H", "H", "H", "H", "H", "H", "C", "C", "P", "C", "C", "C", "C", "C", "C", "C", "C", "C", "C", "C", "C", "C", "P", "C", "C", "C", "C", "C", "C", "C", "C", "C", "C", "C", "C", "H", "H", "H", "H", "H", "H", "H", "H", "H", "H", "H", "H", "H", "H", "H", "H", "H", "H", "H", "H", "H", "H", "H", "H", "H", "H", "O", "N", "C", "C", "C", "C", "C", "C", "C", "P", "C", "C", "C", "C", "C", "C", "C", "C", "C", "C", "C", "C", "H", "H", "H", "H", "H", "H", "H", "H", "H", "H", "H", "H", "H", "H", "H", "H", "O", "N", "O"], "positions_angstrom": [[-0.04500, -0.72320, -0.59010], [-1.14430, -1.88790, -4.53370], [-0.87230, -1.14450, -3.26600], [-0.43350, -1.75750, -2.18340], [-0.34630, -3.08870, -2.16840], [0.46900, -3.64070, -1.31880], [0.48260, -4.97510, -1.18230], [1.63220, -2.72340, -0.40030], [-1.12410, 0.24360, -3.06810], [-1.74830, 1.08780, -4.01000], [-2.04100, 2.38630, -3.66860], [-1.67270, 2.85310, -2.39710], [-1.04190, 1.98870, -1.53090], [-0.77760, 0.71280, -1.83170], [-0.57570, -2.81570, -4.52120], [-0.85730, -1.30790, -5.40810], [-2.20310, -2.14070, -4.60950], [-0.30150, -5.49260, -1.54810], [0.98250, -5.37530, -0.40440], [-2.02220, 0.68930, -4.97200], [-2.54570, 3.04340, -4.35930], [-1.87730, 3.86850, -2.10440], [-0.72120, 2.30400, -0.53970], [-2.08950, -0.38180, 3.19570], [-1.72780, 1.04790, 3.60240], [-1.12580, 2.17530, 2.23410], [-1.61450, 3.79110, 2.98010], [-1.57190, 4.02740, 4.35150], [-1.83980, 5.28860, 4.85000], [-2.15220, 6.33020, 3.99250], [-2.18310, 6.10770, 2.62760], [-1.91080, 4.84750, 2.12760], [0.67990, 2.50480, 2.55250], [1.38460, 2.21030, 3.71390], [2.74830, 2.44810, 3.78750], [3.42700, 2.98650, 2.70730], [2.72820, 3.31570, 1.55700], [1.36820, 3.07120, 1.48270], [-3.17010, -0.46980, 2.12630], [-2.61200, 0.08320, 0.43420], [-3.30130, -1.19180, -0.71760], [-3.71840, -0.72410, -1.96510], [-4.18190, -1.59250, -2.93420], [-4.21470, -2.95490, -2.68480], [-3.80490, -3.43310, -1.45090], [-3.35660, -2.56090, -0.47210], [-4.01880, 1.25480, 0.20560], [-3.84860, 2.62550, 0.10970], [-4.94510, 3.46960, 0.01860], [-6.22520, 2.94610, 0.01900], [-6.40740, 1.57480, 0.12290], [-5.31480, 0.73800, 0.21790], [-1.20930, -0.92450, 2.84910], [-2.45690, -0.89230, 4.09370], [-1.00000, 0.99660, 4.41790], [-2.63920, 1.52810, 3.97430], [-1.32110, 3.23440, 5.03930], [-1.78680, 5.46140, 5.91560], [-2.36180, 7.31220, 4.38760], [-2.40680, 6.91680, 1.94760], [-1.92060, 4.68370, 1.05720], [0.88440, 1.79100, 4.57550], [3.28210, 2.21330, 4.69560], [4.48950, 3.15890, 2.76540], [3.23800, 3.76020, 0.71530], [0.83620, 3.33950, 0.57720], [-4.01570, 0.16700, 2.40650], [-3.52860, -1.49980, 2.05250], [-3.71860, 0.34150, -2.15940], [-4.53210, -1.19880, -3.87890], [-4.57000, -3.63610, -3.44550], [-3.85040, -4.49310, -1.24460], [-3.05920, -2.96220, 0.48820], [-2.85160, 3.03610, 0.12830], [-4.79640, 4.53760, -0.04830], [-7.07870, 3.60020, -0.04920], [-7.40350, 1.15650, 0.13480], [-5.46530, -0.32950, 0.31070], [0.50670, 0.01460, 1.74010], [1.44710, 0.10240, 0.73340], [2.65770, -0.18450, 1.07130], [3.78210, -0.23660, 0.18390], [5.05390, -0.47880, 0.72720], [6.17170, -0.53250, -0.07620], [6.04840, -0.36350, -1.44980], [4.80160, -0.15460, -2.00850], [3.66260, -0.08680, -1.21160], [2.05130, 0.29360, -1.98920], [2.24050, -0.57420, -3.59150], [2.63270, -1.91220, -3.51350], [2.65090, -2.70550, -4.64220], [2.28620, -2.17710, -5.86990], [1.92670, -0.84360, -5.96090], [1.89660, -0.04460, -4.82980], [2.38120, 2.05420, -2.41280], [3.49750, 2.73750, -1.93260], [3.73400, 4.04830, -2.30780], [2.85890, 4.70620, -3.15590], [1.72900, 4.04870, -3.61150], [1.48720, 2.73940, -3.23450], [0.91860, -0.29910, 2.57870], [2.86150, -0.45130, 2.11430], [5.15520, -0.61270, 1.79440], [7.14610, -0.70130, 0.35850], [6.92360, -0.37930, -2.08010], [4.71130, -0.01900, -3.07740], [2.93480, -2.32310, -2.55860], [2.95100, -3.73910, -4.56300], [2.29000, -2.80130, -6.75030], [1.66480, -0.41950, -6.91820], [1.62400, 0.99360, -4.92940], [4.19510, 2.25240, -1.26810], [4.61670, 4.55660, -1.94740], [3.05400, 5.72550, -3.45220], [1.03820, 4.55330, -4.27190], [0.59550, 2.24790, -3.59190], [-0.66490, -3.82100, 1.31160], [-0.17950, -2.70970, 1.28130], [-0.84140, -1.82270, 0.49510]], "mulliken_charge": [-0.935, -2.161, 0.801, 2.640, -2.024, 0.363, -0.337, -0.492, -0.012, -0.525, -1.300, -0.840, 0.026, 1.191, 0.364, 0.574, 0.259, 0.238, 0.288, 0.578, 0.566, 0.606, -0.804, -0.709, -1.638, 1.847, 0.829, -0.418, -0.807, -0.628, -0.772, -0.243, 0.559, -0.539, -0.885, -0.766, -0.579, -0.406, -1.252, 2.284, 0.599, -0.017, -0.891, -0.542, -0.848, -0.790, 0.284, 0.643, -1.256, -0.849, -0.910, -0.358, -0.189, 0.761, 0.586, 0.599, 0.242, 0.441, 0.390, 0.451, 0.215, 0.286, 0.437, 0.468, 0.577, 0.242, 0.600, 0.623, 0.443, 0.447, 0.439, 0.489, 0.164, -0.132, 0.505, 0.428, 0.465, 0.464, -0.919, 0.979, -0.667, -0.096, -0.599, -0.993, -0.710, -0.452, -0.476, 3.853, 0.302, -0.378, -0.854, -0.772, -0.787, -0.728, 0.755, -1.089, -0.643, -0.858, -1.149, -0.304, 0.442, 0.430, 0.541, 0.438, 0.489, 0.617, 0.572, 0.462, 0.404, 0.473, 0.393, 0.396, 0.502, 0.423, 0.509, 0.281, -0.501, 0.333, -0.061], "multiplicity": 2, "orbital_gap_ev": [6.42, 6.56], "total_charge": 1, "molar_mass_da": 1004.9, "largest_force_ev_per_a": 4.3, "de_lowest_kj_mol": 58.1, "total_energy_ev": -133718.43144}